{"formula": "C6H12O", "method": "the ωB97M-V functional and the def2-TZVPD basis", "symbols": ["C", "C", "C", "O", "C", "C", "C", "H", "H", "H", "H", "H", "H", "H", "H", "H", "H", "H", "H"], "xyz": [[0.938, -1.975, 0.010], [0.223, -1.032, 0.840], [1.362, 1.187, 0.689], [0.750, 1.137, -0.567], [-0.541, 0.820, -0.237], [-1.349, 1.364, -1.329], [-0.999, -0.417, 0.462], [1.681, -2.452, 0.663], [1.434, -1.544, -0.869], [0.325, -2.784, -0.416], [0.388, -1.130, 1.909], [1.668, 2.226, 0.860], [2.225, 0.515, 0.738], [0.283, 1.266, 1.330], [-1.300, 2.454, -1.408], [-2.394, 1.101, -1.123], [-1.103, 1.012, -2.343], [-1.482, -1.056, -0.292], [-1.689, -0.215, 1.276]], "total_energy_ha": -310.8377, "e_above_lowest_kcal_mol": 139.05, "homo_lumo_gap_ev": [8.0, 7.7], "e_homo_ev": [-7.222, -6.822]}

=====

{"formula": "C5H13N2O", "method": "the ωB97M-V functional and the def2-TZVPD basis", "symbols": ["N", "C", "C", "C", "N", "C", "C", "O", "H", "H", "H", "H", "H", "H", "H", "H", "H", "H", "H", "H", "H"], "xyz": [[-0.055, 2.660, -1.140], [0.482, 1.232, -1.023], [1.676, 1.103, 0.084], [-0.791, 0.408, -0.696], [-0.453, -1.028, -0.744], [-1.169, -1.795, 0.227], [-0.234, -2.254, 1.713], [-0.692, -1.576, 2.723], [-0.799, 2.890, -0.415], [0.442, 3.457, -1.589], [0.985, 0.916, -1.960], [2.162, 0.225, -0.086], [2.230, 2.034, -0.027], [1.406, 1.061, 1.086], [-1.542, 0.479, -1.490], [-1.068, 0.772, 0.370], [0.572, -1.226, -0.644], [-1.614, -2.706, -0.166], [-2.007, -1.325, 0.670], [0.764, -2.010, 1.293], [-0.295, -3.315, 1.812]], "total_charge": -1, "total_energy_ha": -382.9637, "e_above_lowest_kcal_mol": 62.83, "homo_lumo_gap_ev": 5.6, "e_homo_ev": -1.916, "smiles": "C[C@H](N)CNCC[O-]"}

=====

{"formula": "C5H12N2O", "method": "the ωB97M-V functional and the def2-TZVPD basis", "symbols": ["O", "C", "N", "C", "N", "C", "C", "C", "H", "H", "H", "H", "H", "H", "H", "H", "H", "H", "H", "H"], "xyz": [[1.458, -1.345, -0.515], [1.323, -0.174, -0.167], [2.187, 0.718, 0.173], [3.582, 0.372, -0.016], [-3.382, 0.731, -0.307], [-0.089, 0.489, -0.612], [-1.004, 0.130, 0.469], [-1.218, -1.324, 0.698], [4.183, 1.216, 0.329], [3.759, 0.191, -1.080], [3.926, -0.468, 0.629], [-4.383, 0.779, -0.175], [-3.180, 1.018, -1.257], [-0.303, 0.080, -1.600], [-0.036, 1.575, -0.687], [-2.170, 0.486, 0.166], [-0.344, -1.904, 1.024], [-0.790, 0.654, 1.408], [-1.826, -1.323, 1.611], [-1.694, -1.901, -0.089]], "total_energy_ha": -382.2232, "e_above_lowest_kcal_mol": 175.26, "homo_lumo_gap_ev": 5.5, "e_homo_ev": -8.838}

=====

{"formula": "C4H29NO14", "method": "the ωB97M-V functional and the def2-TZVPD basis", "symbols": ["C", "C", "N", "C", "C", "O", "O", "O", "H", "H", "H", "H", "H", "H", "H", "H", "H", "O", "H", "H", "O", "H", "H", "O", "H", "H", "O", "H", "H", "O", "H", "H", "O", "H", "H", "O", "H", "H", "O", "H", "H", "O", "H", "H", "O", "H", "H", "O"], "xyz": [[1.926, -0.527, 2.988], [2.266, 0.193, 1.716], [1.317, 0.995, 1.161], [-0.137, 0.816, 1.259], [-0.784, 2.098, 1.711], [-1.143, 2.775, 0.540], [-1.253, 2.271, 2.801], [3.425, 0.280, 1.340], [0.935, -0.945, 2.958], [2.661, -1.294, 3.220], [1.916, 0.176, 3.822], [1.513, 1.571, 0.365], [-0.471, 0.354, 0.345], [-0.350, 0.080, 2.005], [-1.412, 3.717, 0.601], [-3.101, -2.125, 1.981], [-1.938, -2.228, 0.985], [-2.244, -1.714, 1.773], [-1.926, 0.571, -0.676], [-2.167, 0.908, -2.134], [-1.422, 0.631, -1.550], [0.582, -1.714, -0.915], [1.964, -1.808, -0.207], [1.018, -1.796, -0.029], [4.592, -0.748, -1.182], [3.384, 0.097, -0.559], [3.644, -0.579, -1.213], [-2.229, 1.453, 1.030], [-2.360, -0.068, 1.194], [-2.705, 0.692, 0.680], [-2.890, -2.903, -3.919], [-1.683, -2.036, -3.902], [-2.514, -2.140, -4.374], [0.519, 2.655, -0.568], [0.366, 1.350, -1.367], [1.009, 2.094, -1.219], [2.661, -1.465, -3.919], [2.613, -1.164, -2.389], [2.071, -1.505, -3.139], [-0.679, 4.739, 2.748], [-1.967, 4.145, 2.598], [-1.480, 4.903, 2.230], [-0.774, -0.782, -2.360], [0.434, -1.634, -2.693], [-0.500, -1.734, -2.416], [-0.355, -3.054, 0.106], [-1.125, -2.503, -1.097], [-1.207, -3.097, -0.327]], "total_energy_ha": -1277.9471, "e_above_lowest_kcal_mol": 52.69, "homo_lumo_gap_ev": 10.1, "e_homo_ev": -10.135, "smiles": "CC(=O)NCC(=O)O.O.O.O.O.O.O.O.O.O.O.O"}

=====

{"formula": "F8KN4NaO16S8", "method": "the ωB97M-V functional and the def2-TZVPD basis", "symbols": ["Na", "K", "N", "S", "O", "O", "F", "S", "O", "O", "F", "N", "S", "O", "O", "F", "S", "O", "O", "F", "N", "S", "O", "O", "F", "S", "O", "O", "F", "N", "S", "O", "O", "F", "S", "O", "O", "F"], "xyz": [[-0.358, -0.300, -0.298], [0.543, 0.366, -2.389], [-0.903, 1.195, -0.866], [-0.820, 2.886, -0.435], [-1.099, 3.333, 0.924], [-1.009, 3.965, -1.400], [0.784, 2.889, -0.340], [-2.409, 1.392, -1.009], [-2.910, 1.987, -2.226], [-3.164, 1.686, 0.215], [-2.694, -0.202, -1.088], [0.509, -1.397, -1.441], [1.952, -2.246, -1.075], [2.668, -2.880, -2.155], [2.052, -2.801, 0.264], [2.866, -0.987, -0.940], [-0.315, -2.678, -1.508], [-0.660, -3.349, -0.255], [-0.188, -3.548, -2.683], [-1.659, -1.966, -1.919], [2.585, 1.747, 1.268], [3.100, 1.605, -0.343], [2.094, 1.553, -1.458], [4.385, 0.957, -0.606], [3.482, 3.152, -0.481], [2.321, 0.288, 1.266], [3.395, -0.725, 1.512], [1.070, -0.232, 0.762], [1.859, 0.458, 2.742], [-1.076, -0.928, 1.094], [-1.385, 0.149, 2.421], [-2.115, -0.404, 3.579], [-1.621, 1.569, 2.153], [0.128, 0.061, 3.046], [-2.529, -1.352, 1.133], [-3.710, -0.508, 0.802], [-2.730, -2.537, 1.976], [-2.441, -2.198, -0.244]], "total_charge": -2, "total_energy_ha": -6168.9053, "e_above_lowest_kcal_mol": 541.00, "homo_lumo_gap_ev": 7.8, "e_homo_ev": -4.347}

=====

{"formula": "C11H17NOP", "method": "the ωB97M-V functional and the def2-TZVPD basis", "symbols": ["C", "C", "C", "C", "C", "C", "C", "C", "C", "C", "C", "N", "O", "P", "H", "H", "H", "H", "H", "H", "H", "H", "H", "H", "H", "H", "H", "H", "H", "H", "H"], "xyz": [[-3.757, 2.122, -1.853], [-3.572, 0.718, -1.841], [-3.077, 2.863, -0.921], [-2.711, 0.103, -0.877], [-2.330, 2.278, 0.020], [-2.156, 0.930, 0.094], [3.043, -0.815, 1.928], [2.025, -1.679, 1.091], [3.576, 0.215, 0.877], [2.103, -1.194, -0.333], [1.312, -1.777, -1.407], [2.932, -0.201, -0.376], [-1.288, -1.462, 1.265], [-0.984, 0.184, 1.372], [-4.296, 2.740, -2.581], [-3.969, 0.136, -2.771], [-3.140, 3.918, -1.049], [-2.463, -0.860, -0.905], [-1.753, 2.856, 0.702], [2.558, -0.396, 2.678], [3.986, -1.278, 2.301], [2.268, -2.680, 1.358], [0.895, -1.520, 1.525], [3.121, 1.303, 0.972], [4.696, 0.216, 0.652], [0.373, -1.622, -1.005], [1.662, -2.761, -1.417], [1.613, -1.196, -2.199], [-2.154, -1.871, 1.472], [3.268, 0.230, -1.247], [-1.780, 0.501, 2.476]], "total_charge": 1, "total_energy_ha": -900.3966, "e_above_lowest_kcal_mol": 45.24, "homo_lumo_gap_ev": 8.2, "e_homo_ev": -11.663}